No. 1
Entry from OMol25: a cluster of 6 separate species, C10H32N2O6 in total (ωB97M-V with the def2-TZVPD basis set).

The geometry in XYZ format:
```
50
Properties=species:S:1:pos:R:3:mulliken_charge:R:1
N 2.79 0.84 1.53 -0.23
C 1.54 1.11 1.75 0.39
N 0.83 0.07 2.07 -0.25
O 1.01 2.38 1.57 -0.69
H 3.51 1.51 1.29 0.28
H 3.15 -0.12 1.61 0.19
H -0.10 0.43 2.38 0.33
H 1.16 -0.90 2.21 0.27
C 0.96 1.71 -1.85 -0.54
C 2.25 1.09 -2.18 0.59
C 2.01 0.11 -3.30 -1.55
O 3.12 1.97 -2.46 -0.54
H 0.25 0.94 -1.48 -0.46
H 0.59 2.32 -2.69 0.58
H 1.15 2.36 -0.98 0.13
H 2.68 0.59 -1.37 0.28
H 1.68 0.55 -4.26 0.31
H 1.30 -0.57 -2.89 0.29
H 2.92 -0.36 -3.33 0.43
H 3.93 1.63 -2.04 0.44
C -1.82 1.42 1.05 -0.25
C -2.18 0.69 2.32 -0.29
C -2.26 -0.83 2.06 -0.09
O -1.44 0.85 3.35 -0.56
H -0.93 1.04 0.55 -0.59
H -1.57 2.49 1.35 0.26
H -2.62 1.65 0.29 0.36
H -3.17 1.13 2.64 0.45
H -2.34 -1.29 3.07 0.31
H -1.40 -1.20 1.57 -0.81
H -3.05 -1.01 1.42 0.54
H -1.95 0.83 4.15 0.42
C -0.32 -1.81 -0.77 -0.39
O 0.98 -1.75 -0.16 -0.58
H -1.00 -2.45 -0.23 0.30
H -0.53 -1.72 -1.82 0.32
H -0.66 -0.81 -0.57 -0.18
H 0.98 -0.88 0.20 0.28
C 0.17 -3.87 2.13 -0.29
O 1.42 -3.80 1.44 -0.61
H 0.43 -4.21 3.09 0.32
H -0.46 -4.63 1.63 0.24
H -0.33 -2.90 2.10 -0.07
H 1.43 -3.17 0.74 0.58
C -2.06 1.28 -2.91 -0.36
O -3.38 1.29 -2.44 -0.54
H -1.48 2.19 -2.68 0.35
H -2.01 1.18 -4.01 0.37
H -1.43 0.52 -2.58 -0.06
H -3.77 2.10 -2.54 0.34
```

Values from the calculation:
**Energy relative to the best compared isomer or geometry (same formula, charge and spin)**: 312.9 kJ/mol
**Net charge**: 0
**HOMO-LUMO gap**: 0.3572 hartree
**E**: -26148.97785 eV
**SMILES**: NC(N)=O.CC(C)O.CC(C)O.CO.CO.CO
**E_LUMO**: 0.4 eV



No. 2
Entry from OMol25: a structure of composition C2H5NS2 (ωB97M-V with the def2-TZVPD basis set).

The geometry in XYZ format:
```
10
Properties=species:S:1:pos:R:3:mulliken_charge:R:1
C -1.41 -0.55 -0.18 -0.67
C 1.36 -0.41 -0.16 0.04
H -1.57 -1.66 1.16 0.21
H -1.63 -1.02 -1.45 0.25
H -2.25 0.72 0.38 0.26
H 1.30 1.86 0.52 0.17
H 1.70 -1.45 0.25 0.28
N -0.01 0.04 -0.24 -0.01
S -0.20 1.93 -0.14 -0.20
S 2.70 0.55 -0.15 -0.34
```

Values from the calculation:
**Energy relative to the best compared isomer or geometry (same formula, charge and spin)**: 846.7 kJ/mol
**Net charge**: 0
**HOMO-LUMO gap**: 0.2985 hartree
**E**: -25307.05070 eV
**E_LUMO**: -0.5 eV



No. 3
Entry from OMol25: a cluster of 2 separate species, C2H4OS2 in total (ωB97M-V with the def2-TZVPD basis set).

The geometry in XYZ format:
```
9
Properties=species:S:1:pos:R:3:mulliken_charge:R:1
C -1.00 -1.38 -0.78 -0.08
C -1.41 -0.87 0.20 -0.47
O 2.18 0.14 -0.91 -0.52
S 0.12 2.09 -0.14 -0.16
S 1.66 0.72 0.33 0.36
H -0.44 -1.95 -1.59 0.32
H -0.49 1.93 1.07 0.13
H -1.59 -0.25 1.11 0.26
H 0.98 -0.42 0.72 0.16
```

Values from the calculation:
**Energy relative to the best compared isomer or geometry (same formula, charge and spin)**: 386.6 kJ/mol
**Net charge**: 0
**HOMO-LUMO gap**: 0.3443 hartree
**E**: -25852.48819 eV
**E_LUMO**: 0.1 eV



No. 4
Entry from OMol25: a cluster of 2 separate species, C18H17F4 in total (ωB97M-V with the def2-TZVPD basis set).

The geometry in XYZ format:
```
39
Properties=species:S:1:pos:R:3:mulliken_charge:R:1
C 1.43 1.88 1.26 -1.48
C 0.63 2.09 0.04 -0.17
C -0.59 2.61 0.02 1.12
C -1.29 2.78 -1.28 -1.39
C -1.29 3.03 1.27 -1.41
H 2.36 1.34 1.06 0.28
H 1.70 2.83 1.72 0.45
H 0.88 1.30 2.01 0.28
H 1.07 1.82 -0.91 0.47
H -2.26 3.26 -1.16 0.40
H -0.70 3.40 -1.96 0.36
H -1.45 1.82 -1.76 0.13
H -2.26 3.48 1.05 0.42
H -1.47 2.17 1.92 0.28
H -0.71 3.76 1.82 0.32
F -1.53 -1.32 -4.08 -0.29
C -1.85 -1.29 -2.77 -0.08
C -3.17 -1.13 -2.38 -0.28
C -3.50 -1.09 -1.04 0.06
F -4.79 -0.94 -0.67 -0.29
C -2.52 -1.20 -0.09 -0.80
C -1.16 -1.37 -0.44 1.02
C -0.24 -1.49 0.62 -0.36
C 1.16 -1.69 0.70 0.96
C 1.72 -1.77 2.00 -0.78
C 3.07 -1.96 2.19 0.07
F 3.57 -2.03 3.45 -0.28
C 3.91 -2.08 1.10 -0.25
C 3.40 -2.01 -0.18 -0.11
F 4.23 -2.12 -1.24 -0.28
C 2.05 -1.82 -0.38 -0.48
C -0.86 -1.40 -1.82 -0.45
H -3.94 -1.04 -3.13 0.52
H -2.81 -1.17 0.94 0.50
H -0.70 -1.40 1.59 0.30
H 1.09 -1.70 2.86 0.50
H 4.96 -2.22 1.26 0.52
H 1.71 -1.79 -1.40 0.62
H 0.14 -1.52 -2.17 0.58
```

Values from the calculation:
**Energy relative to the best compared isomer or geometry (same formula, charge and spin)**: 44.3 kJ/mol
**Net charge**: +1
**HOMO-LUMO gap**: 0.1773 hartree
**E**: -29802.95237 eV
**E_LUMO**: -6.7 eV



No. 5
Entry from OMol25: the ion C3H10NOS2 with charge +1 (ωB97M-V with the def2-TZVPD basis set).

The geometry in XYZ format:
```
17
Properties=species:S:1:pos:R:3:mulliken_charge:R:1
C -0.19 -0.35 1.59 -0.81
N 0.09 -0.60 0.14 -0.21
C -1.36 -0.63 -0.65 -0.17
O -1.12 -0.22 -1.89 -0.46
C 1.05 0.53 -0.51 -0.31
S 2.77 0.05 -0.21 -0.08
S 0.54 2.15 0.15 -0.06
H 0.89 -0.28 2.07 0.16
H -0.60 0.65 1.60 0.49
H -0.82 -1.19 2.14 0.31
H 0.57 -1.54 -0.04 0.46
H -2.02 0.06 0.02 0.32
H -1.71 -1.76 -0.60 0.33
H -1.83 0.00 -2.54 0.35
H 0.90 0.54 -1.54 0.33
H 2.78 0.07 1.24 0.18
H 0.06 2.52 -0.97 0.16
```

Values from the calculation:
**Energy relative to the best compared isomer or geometry (same formula, charge and spin)**: 209.9 kJ/mol
**Net charge**: +1
**HOMO-LUMO gap**: 0.3823 hartree
**E**: -28472.52514 eV
**SMILES**: C[N@@H+](CO)C(S)S
**E_LUMO**: -3.1 eV



No. 6
Entry from OMol25: a cluster of 22 separate species, C9H62N2O21 in total (ωB97M-V with the def2-TZVPD basis set).

The geometry in XYZ format:
```
94
Properties=species:S:1:pos:R:3:mulliken_charge:R:1
N 8.88 6.32 -17.46 -0.73
H 8.81 6.28 -18.47 0.39
H 9.42 5.54 -17.11 0.38
H 7.94 6.30 -17.09 0.43
H 9.28 7.19 -17.16 0.41
C 9.86 9.56 -23.19 -1.84
C 11.21 8.87 -23.48 1.58
C 12.27 10.04 -23.28 -1.17
C 13.67 9.57 -23.16 -0.73
C 13.78 8.61 -21.99 -1.43
C 12.84 7.40 -22.06 1.67
N 11.48 7.83 -22.39 0.38
O 10.50 6.75 -22.25 -0.94
C 13.02 6.81 -20.65 -1.72
C 13.36 6.35 -23.05 -1.62
C 11.33 8.44 -24.97 -1.71
H 9.04 8.87 -23.37 0.32
H 9.64 10.52 -23.66 0.36
H 9.87 9.81 -22.13 0.45
H 12.10 10.65 -22.39 0.37
H 12.21 10.73 -24.12 0.41
H 14.26 10.47 -22.97 0.37
H 14.14 9.19 -24.06 0.33
H 13.70 9.08 -21.01 0.44
H 14.79 8.21 -21.93 0.51
H 14.08 6.73 -20.40 0.37
H 12.60 5.83 -20.46 0.27
H 12.66 7.47 -19.86 0.42
H 12.97 5.36 -22.84 0.32
H 14.44 6.21 -22.99 0.36
H 13.18 6.56 -24.10 0.28
H 12.39 8.23 -25.16 0.31
H 10.92 9.24 -25.59 0.48
H 10.71 7.56 -25.11 0.31
O 19.07 14.80 -23.70 -0.64
H 18.18 14.85 -23.36 0.32
H 19.58 14.44 -22.97 0.32
O 13.70 9.35 -14.89 -0.62
H 13.37 10.06 -15.45 0.32
H 13.08 9.32 -14.16 0.31
O 4.21 9.27 -27.24 -0.66
H 4.44 8.40 -26.92 0.33
H 5.04 9.76 -27.25 0.31
O 4.92 6.41 -21.62 -0.64
H 4.56 7.02 -20.98 0.31
H 5.83 6.70 -21.74 0.33
O 7.35 12.27 -27.90 -0.62
H 7.51 12.39 -28.83 0.31
H 7.93 12.89 -27.47 0.31
O 17.84 12.28 -27.58 -0.64
H 18.02 12.69 -26.73 0.33
H 17.10 12.78 -27.93 0.31
O 5.24 5.37 -25.59 -0.64
H 4.92 5.44 -24.69 0.32
H 6.10 4.97 -25.51 0.32
O 16.10 1.93 -16.92 -0.64
H 16.95 2.36 -16.83 0.32
H 15.72 2.30 -17.71 0.32
O 20.01 7.76 -26.08 -0.64
H 19.10 7.83 -26.39 0.32
H 20.54 7.80 -26.87 0.32
O 12.22 2.92 -28.50 -0.64
H 12.07 2.48 -29.34 0.31
H 12.55 3.79 -28.75 0.33
O 8.48 16.27 -23.72 -0.63
H 9.33 16.02 -24.08 0.32
H 8.32 17.14 -24.07 0.31
O 17.01 6.38 -14.61 -0.64
H 17.05 6.23 -13.67 0.32
H 16.34 7.05 -14.72 0.32
O 14.07 6.39 -30.49 -0.63
H 14.49 5.96 -31.24 0.32
H 14.77 6.92 -30.09 0.32
O 4.35 15.14 -23.30 -0.64
H 5.28 15.24 -23.47 0.32
H 3.95 15.94 -23.65 0.31
O 14.59 15.27 -22.64 -0.64
H 13.91 15.66 -23.19 0.32
H 14.16 14.51 -22.24 0.32
O 12.00 16.22 -25.86 -0.64
H 12.20 17.13 -26.06 0.32
H 12.38 15.72 -26.58 0.32
O 10.41 2.03 -20.05 -0.65
H 10.43 2.77 -20.65 0.34
H 11.30 1.67 -20.08 0.32
O 11.67 4.88 -14.36 -0.64
H 11.55 4.89 -13.41 0.32
H 12.58 5.15 -14.49 0.33
O 8.94 3.20 -25.37 -0.65
H 9.07 3.84 -24.66 0.34
H 9.80 3.13 -25.79 0.31
O 20.05 4.54 -23.27 -0.64
H 19.78 3.75 -23.73 0.32
H 20.00 5.23 -23.93 0.32
```

Values from the calculation:
**Energy relative to the best compared isomer or geometry (same formula, charge and spin)**: 0.0 kJ/mol
**Net charge**: 0
**HOMO-LUMO gap**: 0.1035 hartree
**E**: -56309.76333 eV
**E_LUMO**: -1.7 eV



No. 7
Entry from OMol25: an isolated molecule of C15H13NO5S2 (ωB97M-V with the def2-TZVPD basis set).

The geometry in XYZ format:
```
36
Properties=species:S:1:pos:R:3:mulliken_charge:R:1
C -6.51 0.66 3.19 -0.73
O -5.94 0.38 1.93 -0.42
C -4.54 0.35 1.82 0.71
C -4.04 0.28 0.51 -0.46
C -2.68 0.31 0.22 -0.36
C -1.72 0.41 1.26 0.12
C -0.28 0.46 0.92 0.50
O 0.51 0.75 1.83 -0.59
O 0.08 0.20 -0.38 -0.15
N 1.37 0.67 -0.71 -0.53
C 2.17 -0.05 -1.45 0.64
C 1.79 -1.42 -2.04 -0.76
C 2.90 -2.51 -1.87 -0.82
S 4.40 -1.94 -2.72 1.06
O 4.20 -1.77 -4.17 -0.61
O 5.57 -2.77 -2.41 -0.66
C 4.59 -0.27 -2.04 0.16
S 6.12 0.56 -2.01 -0.16
C 5.35 2.04 -1.39 -0.33
C 3.99 1.85 -1.18 -1.00
C 3.54 0.52 -1.58 0.55
C -2.22 0.49 2.58 -0.82
C -3.59 0.49 2.86 -0.27
H -6.07 1.58 3.57 0.33
H -7.61 0.71 3.11 0.23
H -6.27 -0.13 3.93 0.29
H -4.78 0.26 -0.31 0.35
H -2.34 0.32 -0.82 0.38
H 0.88 -1.79 -1.59 0.34
H 1.60 -1.28 -3.13 0.38
H 2.58 -3.44 -2.31 0.43
H 3.14 -2.67 -0.85 0.42
H 5.88 2.98 -1.23 0.43
H 3.33 2.60 -0.78 0.43
H -1.51 0.58 3.36 0.50
H -3.88 0.60 3.88 0.41
```

Values from the calculation:
**Energy relative to the best compared isomer or geometry (same formula, charge and spin)**: 224.2 kJ/mol
**Net charge**: 0
**HOMO-LUMO gap**: 0.3243 hartree
**E**: -49160.67395 eV
**SMILES**: COc1ccc(C(=O)O/N=C2\CCS(=O)(=O)c3sccc32)cc1
**E_LUMO**: -0.3 eV



Which formula does entry 4 have?
C18H17F4